# 1
Computed, not measured: a molecular structure, C27H34IN7O5S3Ta at a distorted geometry, with ωB97M-V with the def2-TZVPD basis set.

```
78
Properties=species:S:1:pos:R:3:forces:R:3:lowdin_charge:R:1
Ta -0.421606 0.013840 -0.639138 -0.307 0.474 0.162 1.852
C -0.159399 2.096661 -4.535504 0.281 0.415 0.839 0.016
C 0.402748 1.571528 -3.214132 -2.214 -0.329 -0.341 -0.342
O -0.564510 1.097947 -2.426455 1.747 0.694 -0.117 -0.233
C 1.709580 1.686544 -2.877286 0.938 0.137 -0.065 -0.015
C 2.252051 1.628433 -1.584351 -1.076 -0.624 0.081 -0.241
C 3.633169 2.185023 -1.341550 -1.176 0.906 2.018 0.001
N 1.483551 1.149214 -0.589579 0.714 -0.120 -2.115 -0.083
N 2.045473 1.384298 0.617268 -0.012 0.142 1.361 0.075
C 1.154204 1.248996 1.507630 -2.264 0.017 1.254 -0.383
O -0.114055 0.846405 1.194322 1.421 0.242 -0.607 -0.327
C 1.282462 1.682382 2.914255 1.768 -0.250 -0.478 -0.177
C 2.316101 2.540166 3.268324 0.676 1.514 -2.060 -0.037
C 2.374432 3.141487 4.512325 1.122 -0.934 -0.073 -0.092
C 1.497190 2.778770 5.497325 -1.234 -0.477 -0.754 -0.068
C 0.491460 1.828564 5.147111 0.587 0.488 2.158 -0.063
C 0.469712 1.208168 3.911650 -1.176 0.146 0.635 -0.041
H -0.581355 1.326410 -5.157282 -0.191 -0.484 -0.075 0.084
H -0.949378 2.796988 -4.265809 -0.270 -0.143 0.061 0.090
H 0.520976 2.691185 -5.130850 0.534 -0.174 0.040 0.084
H 2.403639 2.023640 -3.622336 -0.032 0.254 -0.400 0.121
H 3.904582 1.938923 -0.290033 0.141 0.232 -1.029 0.081
H 4.317802 1.783021 -2.034850 0.787 -0.402 -0.905 0.073
H 3.615977 3.306350 -1.424475 -0.027 -1.030 -0.057 0.121
H 3.017900 2.900964 2.450403 -0.891 -0.636 1.175 0.138
H 3.238886 3.721478 4.769134 0.123 0.601 -0.088 0.106
H 1.630383 3.282225 6.450285 -0.581 -0.438 0.121 0.113
H -0.202131 1.560470 5.966089 0.312 -0.143 -0.791 0.118
H -0.216505 0.397564 3.713896 -0.273 0.119 -0.034 0.116
O -2.238132 0.963005 -0.663104 -0.485 0.077 0.997 -0.731
S -3.268839 1.748633 -1.476772 -0.846 1.038 -0.656 1.092
C -4.249566 0.482272 -2.344381 2.157 -1.630 2.522 -0.284
C -5.624872 0.423310 -1.728382 0.975 1.444 0.017 -0.189
C -5.937179 1.855422 -1.221565 0.163 -2.928 2.394 -0.210
C -4.750470 2.239329 -0.397124 1.859 1.147 0.691 -0.253
H -3.519805 -0.392136 -2.176689 -1.546 0.742 -0.187 0.097
H -4.262292 0.647892 -3.354789 0.103 0.892 -2.549 0.064
H -5.552347 -0.239563 -0.910926 -0.384 -0.866 0.971 0.077
H -6.301990 0.080492 -2.460827 -1.005 -0.451 -0.608 0.112
H -6.780451 1.771781 -0.534374 -0.208 0.305 -0.175 0.133
H -6.141831 2.514604 -1.964761 -0.657 1.980 -2.298 0.083
H -4.654701 1.653223 0.511319 -0.004 -0.354 0.055 0.101
H -4.632430 3.323284 -0.060901 -0.152 -1.342 -0.878 0.123
S 2.462328 -2.348371 2.846450 -0.365 -0.373 -0.603 0.723
C 2.614233 -1.838034 4.388961 1.618 0.280 3.353 -0.860
N 2.511776 -2.576701 5.554985 -0.879 1.027 -1.984 0.020
C 3.089869 -1.886267 6.716312 -2.084 -0.216 -0.603 -0.131
C 3.067878 -0.451193 6.221926 -1.440 0.911 0.744 -0.160
N 3.132519 -0.632674 4.790130 -0.325 -1.487 -0.159 0.022
H 2.168981 -3.505259 5.444343 0.085 -0.556 0.510 0.122
H 4.087614 -2.172154 6.714740 1.954 -0.852 0.985 0.096
H 2.486926 -2.080975 7.635320 0.888 0.200 -0.659 0.142
H 3.929745 0.121020 6.610956 -0.651 -0.110 -0.196 0.132
H 2.059146 0.003747 6.508544 1.409 -0.131 -0.242 0.125
H 3.103751 0.083429 4.121560 0.060 1.289 -0.645 0.084
I -0.048562 -4.196549 -8.349307 -0.079 -0.082 0.297 0.913
C -0.198108 -3.487159 -6.385566 1.635 0.215 -1.184 -0.732
C 0.906832 -2.901405 -5.799393 1.210 0.300 -0.896 -0.148
C 0.849992 -2.289320 -4.573098 1.437 0.596 -0.767 -0.011
C -0.362032 -2.267013 -3.910383 -1.251 0.304 1.362 -0.125
C -1.507341 -2.843846 -4.472014 1.098 0.090 -0.385 0.028
C -1.359712 -3.432441 -5.729587 -3.595 -1.033 1.519 -0.158
C -0.401513 -1.605558 -2.586727 -1.932 -0.969 -0.714 -0.532
O 0.654841 -1.148044 -2.134430 1.540 1.110 1.285 -0.077
O -1.470697 -1.406781 -1.868656 1.125 -0.248 -0.694 -0.142
H 1.838374 -2.818363 -6.362076 -0.239 -0.250 0.158 0.103
H 1.801350 -1.742717 -4.320082 -1.459 -0.672 0.523 0.150
H -2.488154 -2.861764 -4.004312 0.367 0.109 0.216 0.131
H -2.262694 -3.968489 -6.049816 0.483 0.383 -0.474 0.117
N 0.741490 -2.910768 0.266416 0.256 1.094 -1.197 0.016
N 0.973941 -1.457441 0.414181 -1.425 -1.815 -2.063 -0.190
H -0.069555 -3.150755 0.798220 -0.804 0.229 0.341 0.034
H 1.499718 -3.400848 0.704180 0.565 -0.038 0.233 0.015
H 1.866887 -1.276330 -0.021550 0.410 0.003 0.392 0.094
H 0.939537 -1.262943 1.376133 0.677 0.562 1.666 -0.053
S -1.917994 -1.138742 1.250657 -0.047 -0.460 -0.488 0.642
C -3.207384 -1.838390 0.386798 1.147 0.750 0.707 -0.772
N -4.132454 -2.200113 -0.186893 -0.788 -0.409 -0.549 0.083
```
Positions in Å, forces in eV/Å.

Properties
- E_HOMO: -10.81 eV
- E_LUMO: -3.235 eV
- Gap between HOMO and LUMO: 7.577 eV
- Total charge: +1
- Energy relative to the best compared isomer or geometry (same formula, charge and spin): 1.632 eV

=====

# 2
Computed, not measured: a molecular structure, C27H34IN7O5S3Ta at a distorted geometry, with ωB97M-V with the def2-TZVPD basis set.

```
78
Properties=species:S:1:pos:R:3:forces:R:3:lowdin_charge:R:1
Ta -0.387938 -0.101401 -0.638137 -0.756 -0.204 0.504 1.844
C -0.133781 2.029169 -4.397994 0.504 -1.055 -0.775 0.011
C 0.418091 1.544736 -3.112827 0.180 -0.332 0.657 -0.373
O -0.499597 1.020397 -2.335933 0.258 0.341 0.212 -0.240
C 1.722078 1.764086 -2.719304 -0.784 -0.935 0.108 0.017
C 2.179437 1.613558 -1.396292 -0.244 0.480 -0.344 -0.249
C 3.503149 2.236175 -1.015764 -1.315 -1.058 -0.459 0.012
N 1.425150 1.032477 -0.463240 -0.556 1.013 -0.010 -0.096
N 1.724746 1.520318 0.797982 1.281 -0.194 0.249 0.100
C 0.772469 1.298203 1.624971 1.513 1.056 0.117 -0.467
O -0.298865 0.731565 1.209737 -1.866 -0.846 -0.516 -0.236
C 0.905073 1.801843 2.994821 0.559 -0.269 1.873 -0.128
C 2.193705 2.138473 3.509823 -1.363 0.859 1.147 -0.016
C 2.327583 2.725977 4.799609 -0.555 -0.715 -2.150 -0.067
C 1.180008 2.809618 5.581449 1.307 -0.146 0.264 -0.113
C -0.043966 2.372687 5.164526 0.196 -0.989 -1.878 -0.062
C -0.199851 1.847409 3.860973 1.109 1.045 0.287 0.012
H -0.768405 1.239351 -4.867284 0.260 0.806 0.413 0.113
H -0.663276 2.917557 -4.132203 -0.863 0.608 -0.167 0.093
H 0.649549 2.313330 -5.099280 0.005 -0.042 0.036 0.095
H 2.384565 2.136279 -3.459789 0.481 0.438 -0.348 0.113
H 3.956664 1.424766 -0.473222 1.064 -0.165 0.020 0.093
H 3.990298 2.596525 -1.908778 0.445 -0.148 0.012 0.087
H 3.379194 3.003286 -0.293508 -0.221 0.847 0.513 0.078
H 3.037583 1.934978 2.906612 0.769 0.074 -0.615 0.088
H 3.281265 3.141072 5.134929 -0.270 -0.440 -0.012 0.114
H 1.363283 3.084700 6.591793 -0.370 0.614 0.765 0.100
H -0.852785 2.356555 5.833736 -1.015 0.116 0.699 0.093
H -1.155416 1.557597 3.491499 -0.609 -0.277 -0.115 0.107
O -2.268049 0.819022 -0.566441 0.926 -0.704 0.380 -0.712
S -3.049051 1.801981 -1.434070 -1.190 0.163 -0.580 1.069
C -3.523612 0.886902 -2.958803 1.203 -0.354 0.039 -0.263
C -5.059269 0.643904 -2.925116 0.613 -2.449 0.586 -0.229
C -5.634904 1.649836 -1.981161 0.067 1.101 -0.512 -0.244
C -4.725326 1.583063 -0.776683 -0.182 1.035 1.667 -0.293
H -2.787895 0.011681 -2.893161 -1.446 0.847 -0.379 0.102
H -3.158209 1.573319 -3.748039 -0.473 -0.549 0.088 0.085
H -5.305080 -0.388861 -2.539000 0.706 0.952 -0.230 0.111
H -5.507629 0.643710 -3.892779 -0.088 0.438 -0.862 0.107
H -6.702619 1.529414 -1.800824 0.173 -0.219 0.356 0.132
H -5.530336 2.605965 -2.498010 -0.152 0.450 0.300 0.117
H -4.685593 0.555842 -0.409601 -0.065 0.010 0.238 0.075
H -4.894365 2.312847 0.090301 0.147 -0.995 -1.379 0.132
S 3.158791 -1.690837 3.039435 -0.180 -0.130 0.233 0.611
C 2.928301 -1.523418 4.686547 0.546 2.078 1.350 -0.855
N 2.289709 -2.308279 5.562261 -1.351 -1.541 -1.572 0.009
C 2.278950 -1.825265 6.900333 -1.946 0.068 0.925 -0.170
C 2.774963 -0.408603 6.762331 0.504 1.090 1.066 -0.161
N 3.394400 -0.439487 5.449641 0.022 -0.840 -1.902 0.018
H 1.585546 -2.975236 5.240530 0.764 0.292 0.069 0.154
H 2.902498 -2.426512 7.521182 0.751 -0.404 0.457 0.110
H 1.262719 -1.884659 7.374778 0.755 0.123 -0.635 0.142
H 3.513877 -0.291621 7.566246 -0.030 0.488 -0.347 0.120
H 1.987315 0.380650 6.912093 0.621 -0.698 -0.526 0.119
H 3.854773 0.320001 4.930202 -0.597 -0.561 0.822 0.123
I -0.255632 -4.222405 -8.270932 -0.006 0.014 -0.052 0.924
C -0.140433 -3.446774 -6.340361 -0.203 -0.048 -1.497 -0.721
C 1.018339 -2.826509 -5.941102 0.366 -0.124 -0.384 -0.141
C 1.073166 -2.344199 -4.670575 -0.799 0.976 1.143 0.001
C -0.014792 -2.450796 -3.787916 0.953 -0.674 -0.321 -0.106
C -1.120700 -3.166986 -4.228745 -0.511 0.177 1.452 -0.012
C -1.236596 -3.544377 -5.519429 -0.642 -1.587 -0.982 -0.149
C 0.003870 -1.793526 -2.477184 0.002 0.058 -1.741 -0.538
O 0.944537 -1.038507 -2.088694 0.217 -0.431 0.409 -0.075
O -1.070093 -1.751221 -1.809546 -0.319 0.204 0.716 -0.141
H 1.855761 -2.688454 -6.609955 -0.016 -0.152 -0.030 0.106
H 1.898252 -1.753936 -4.366861 0.862 0.323 0.341 0.116
H -1.896120 -3.550284 -3.587406 -0.241 0.678 0.559 0.134
H -2.139993 -4.094794 -5.827544 0.607 0.383 0.020 0.117
N 1.011898 -2.974382 0.549657 -1.191 1.546 -2.090 0.030
N 0.943667 -1.507286 0.526461 1.857 0.001 0.523 -0.196
H 0.019107 -3.175373 0.413115 0.308 -0.830 0.548 0.025
H 1.365289 -3.201942 1.449429 0.099 -0.502 1.008 0.013
H 1.923919 -1.189291 0.342857 -1.012 -0.321 0.106 0.098
H 0.763543 -1.199414 1.482197 0.145 -0.033 0.101 0.037
S -2.003353 -1.612501 0.944879 0.414 0.051 0.186 0.661
C -3.270873 -1.844633 -0.115976 -0.951 0.258 -0.886 -0.800
N -4.162687 -1.869021 -0.867469 0.814 -0.144 0.729 0.087
```
Positions in Å, forces in eV/Å.

Properties
- E_HOMO: -10.73 eV
- E_LUMO: -3.201 eV
- Gap between HOMO and LUMO: 7.533 eV
- Total charge: +1
- Energy relative to the best compared isomer or geometry (same formula, charge and spin): 0.995 eV

=====

# 3
Computed, not measured: a molecular structure, C27H34MnN6O2S at a distorted geometry, with ωB97M-V with the def2-TZVPD basis set.

```
71
Properties=species:S:1:pos:R:3:forces:R:3:lowdin_charge:R:1
Mn 0.058142 0.232993 0.133426 -0.915 0.487 -0.630 0.700
C -5.852413 -3.033304 -0.190366 -0.248 0.017 0.080 -0.037
C -4.446606 -2.659526 0.141086 0.159 -0.445 -0.204 -0.260
C -3.403746 -3.551601 -0.045863 -0.048 0.470 0.138 0.037
C -2.066642 -3.213710 0.231255 -0.239 0.683 0.145 -0.137
C -1.050766 -4.169245 0.029408 0.908 0.248 0.523 0.032
N 0.182690 -3.981762 0.437159 -1.234 0.192 -0.243 0.083
C 1.321910 -4.802290 0.158869 0.725 -0.409 -0.290 -0.146
C 2.373996 -3.990638 -0.604122 0.025 0.028 0.182 -0.130
C 2.925946 -2.816077 0.225193 -0.845 -0.213 0.300 -0.156
N 4.133551 -2.311690 -0.380900 0.445 0.681 -1.263 0.083
C 4.262079 -1.582716 -1.488005 -0.061 -0.527 0.805 0.039
C 3.438620 -0.655562 -2.168190 -0.568 0.146 0.047 -0.095
C 3.850480 -0.390917 -3.499029 -0.155 0.530 -0.042 0.038
C 3.299821 0.589852 -4.302708 0.386 -0.606 0.158 -0.250
C 3.744527 0.752100 -5.718660 -0.030 0.142 -0.141 -0.032
C 2.339776 1.419829 -3.736704 -0.353 -0.387 1.222 0.066
C 1.829087 1.180606 -2.448224 0.774 -0.565 -0.564 -0.135
C 0.835084 2.073385 -1.943796 -1.150 0.383 0.933 -0.068
N 0.078911 1.900542 -0.897655 0.911 0.610 -0.898 -0.055
C -0.894187 2.948464 -0.588890 -0.155 0.392 0.092 -0.196
C -0.899506 3.362050 0.889749 0.084 -0.320 -0.255 -0.133
C -1.215529 2.206720 1.872834 0.019 0.533 0.188 -0.168
N -1.432349 0.939232 1.199984 -1.509 -0.384 0.172 -0.064
C -2.572921 0.346521 1.334904 0.748 0.876 0.175 -0.039
C -2.839986 -0.970824 0.842202 -0.271 -0.796 -0.396 -0.114
C -4.158267 -1.392404 0.638411 1.104 0.042 0.056 0.058
C -1.749685 -1.866570 0.622033 0.076 -0.011 0.017 -0.298
O -0.517769 -1.482526 0.756262 -0.237 -1.268 0.746 -0.194
C 2.301237 0.073008 -1.660481 -0.416 0.142 0.217 -0.278
O 1.735091 -0.196300 -0.535095 1.959 -0.708 -0.818 -0.170
H -5.893508 -4.000023 -0.684162 -0.095 -0.053 -0.019 0.083
H -6.299023 -2.284839 -0.843117 -0.082 -0.029 -0.081 0.086
H -6.462028 -3.075904 0.711265 -0.088 -0.081 0.014 0.094
H -3.614286 -4.544882 -0.414843 -0.082 -0.163 -0.015 0.129
H -1.294154 -5.105984 -0.454632 0.102 -0.164 -0.049 0.156
H 0.348835 -3.076990 0.882605 -0.185 0.107 -0.110 0.127
H 1.016895 -5.664130 -0.439257 -0.015 0.058 0.131 0.137
H 1.748773 -5.165282 1.101205 -0.112 -0.017 -0.103 0.141
H 1.936399 -3.599427 -1.524669 0.013 -0.034 -0.082 0.118
H 3.193237 -4.659984 -0.870061 -0.001 -0.057 -0.020 0.126
H 3.184890 -3.159194 1.228253 0.016 0.070 0.014 0.141
H 2.187557 -2.013708 0.294142 0.237 -0.110 0.019 0.096
H 4.964436 -2.827825 -0.116845 -0.008 0.095 -0.149 0.166
H 5.224718 -1.720755 -1.968151 0.127 0.006 0.127 0.149
H 4.640291 -1.006019 -3.904095 0.183 -0.005 -0.086 0.127
H 4.518163 0.028839 -5.957980 0.044 -0.007 -0.127 0.084
H 4.136123 1.750873 -5.898116 0.081 0.075 -0.027 0.093
H 2.906076 0.608231 -6.398398 0.008 -0.062 -0.095 0.091
H 1.952252 2.257337 -4.299317 -0.038 0.125 -0.087 0.137
H 0.705912 2.986963 -2.529015 -0.069 0.002 0.069 0.139
H -1.895807 2.584809 -0.865065 0.241 0.016 0.024 0.125
H -0.676486 3.840797 -1.188068 -0.140 -0.122 0.021 0.122
H -1.661600 4.136257 0.998194 0.129 0.010 -0.003 0.120
H 0.065825 3.805463 1.139980 -0.077 0.035 -0.024 0.117
H -2.088317 2.466187 2.482729 0.118 -0.089 -0.032 0.122
H -0.372146 2.067621 2.562032 -0.195 0.034 -0.093 0.129
H -3.388977 0.845834 1.858340 0.085 0.093 0.113 0.148
H -4.959651 -0.699248 0.848456 -0.161 0.087 0.006 0.137
S -0.603668 -1.284039 -2.286711 0.433 0.100 0.436 0.795
C -1.983561 -1.094039 -3.216419 0.421 0.016 0.266 -0.819
N -2.549645 0.072395 -3.553879 -0.233 -0.042 -0.056 0.031
C -3.581098 -0.114783 -4.565153 -0.240 0.224 -0.277 -0.118
C -3.807633 -1.636446 -4.533194 -0.439 -0.080 -0.131 -0.116
N -2.670922 -2.098286 -3.757193 -0.101 0.083 -0.216 0.031
H -2.079784 0.953355 -3.435959 0.142 -0.177 0.113 0.136
H -3.222750 0.218307 -5.543429 -0.065 -0.024 0.069 0.126
H -4.473931 0.452011 -4.303441 -0.018 -0.097 -0.120 0.123
H -3.812907 -2.083309 -5.527938 -0.023 0.091 0.057 0.126
H -4.743284 -1.898263 -4.031441 0.043 0.042 -0.051 0.121
H -2.451299 -3.067296 -3.614830 0.152 0.085 0.123 0.142
```
Positions in Å, forces in eV/Å.

Properties
- E_HOMO (alpha / beta): -12.79 / -12.57 eV
- <S²>: 0.764
- E_LUMO (alpha / beta): -5.981 / -6.008 eV
- Gap between HOMO and LUMO (alpha / beta): 6.806 / 6.561 eV
- 2S+1: 2
- Total charge: +2
- Energy relative to the best compared isomer or geometry (same formula, charge and spin): 0.000 eV